Computed, not measured: 10 unconnected molecules or ions with the total composition C30H84N4O14, with wB97M-V/def2-TZVPD.

Last columns: bonded neighbours and bond lengths (Å).
Geometry (Å):
1 H 1.47 -3.32 0.56  C65 1.090
2 H 0.87 -8.28 -4.36  C18 1.090
3 O -0.19 2.69 -4.74  C32 1.369, H127 0.960
4 O -2.20 -2.43 -3.77  C7 1.417, C130 1.414
5 H 1.94 -4.25 -4.03  C14 1.090
6 O -0.45 5.04 -0.05  C68 1.398, H90 0.960
7 C -3.00 -1.28 -3.55  O4 1.417, H16 1.090, C23 1.511, H84 1.090
8 H 2.82 -1.09 1.89  C31 1.090
9 O 1.72 4.52 1.61  C47 1.420, C115 1.411
10 N -3.92 -0.91 -5.80  C23 1.458, H42 1.010, C118 1.428
11 H -4.35 -0.01 4.05  C83 1.090
12 H 2.66 2.64 1.28  C115 1.090
13 C 2.93 -1.45 -3.21  H35 1.090, O54 1.430, H73 1.090, H93 1.090
14 C 2.30 -4.80 -3.16  H5 1.090, H37 1.090, C61 1.526, N96 1.464
15 H -5.81 -2.81 -7.92  C108 1.090
16 H -2.44 -0.37 -3.77  C7 1.090
17 H 0.00 -5.25 2.55  C91 1.090
18 C 0.19 -7.43 -4.46  H2 1.090, H38 1.090, H56 1.090, O129 1.453
19 C -0.88 6.78 4.30  C39 1.514, N63 1.448, H110 1.090, H131 1.090
20 H 1.16 0.89 -0.22  O120 0.960
21 H -5.23 -3.41 -6.43  C108 1.090
22 H 4.99 0.44 -1.37  C50 1.090
23 C -4.20 -1.40 -4.46  C7 1.511, N10 1.458, H51 1.090, H92 1.090
24 H 5.63 -1.27 1.49  O89 0.960
25 H -1.43 -1.84 4.95  C76 1.090
26 H 3.06 3.73 0.17  C115 1.090
27 H 1.34 1.48 -4.26  C32 1.090
28 H 0.44 6.58 2.80  N63 1.010
29 C -0.10 4.77 3.35  H36 1.090, C47 1.606, N63 1.427, H119 1.090
30 H 1.39 1.73 7.22  C53 1.090
31 C 3.78 -1.05 1.38  H8 1.090, H59 1.090, O89 1.353, H116 1.090
32 C 0.30 1.66 -3.98  O3 1.369, H27 1.090, H64 1.090, H112 1.090
33 H -0.93 -2.65 -2.19  C130 1.090
34 H -0.45 -3.24 -3.81  C130 1.090
35 H 2.54 -1.94 -4.09  C13 1.090
36 H -0.54 4.27 4.22  C29 1.090
37 H 3.38 -4.68 -3.08  C14 1.090
38 H -0.84 -7.73 -4.33  C18 1.090
39 C -0.55 8.23 4.56  C19 1.514, O97 1.464, H107 1.090, H125 1.090
40 H 1.26 -0.57 6.72  C111 1.090
41 O -3.76 -3.07 -7.66  C60 1.414, C108 1.400
42 H -3.31 -1.66 -6.12  N10 1.010
43 O -2.37 -0.22 4.06  C76 1.416, C83 1.402
44 H 4.31 1.51 -2.52  C50 1.090
45 H 3.69 3.90 1.86  C115 1.090
46 H 2.73 -0.04 -1.55  O82 0.960
47 C 1.23 4.03 2.85  O9 1.420, C29 1.606, H80 1.090, H106 1.090
48 C -0.01 10.23 3.37  H67 1.090, H85 1.090, O97 1.394, H102 1.090
49 H 0.95 0.76 8.62  C53 1.090
50 C 4.26 1.25 -1.47  H22 1.090, H44 1.090, O82 1.448, H86 1.090
51 H -4.54 -2.41 -4.25  C23 1.090
52 H -0.30 -1.51 -3.38  C130 1.090
53 C 0.57 1.18 7.69  H30 1.090, H49 1.090, O58 1.396, C111 1.531
54 O 2.15 -1.63 -2.02  C13 1.430, H78 0.960
55 H 2.10 -4.76 1.33  C65 1.090
56 H 0.22 -7.03 -5.47  C18 1.090
57 H 0.79 -4.75 -1.84  N96 1.010
58 O -0.49 2.01 8.06  C53 1.396, C105 1.428
59 H 3.93 0.03 1.25  C31 1.090
60 C -3.45 -2.58 -8.95  O41 1.414, H74 1.090, H101 1.090, H123 1.090
61 C 2.00 -6.27 -3.44  C14 1.526, H62 1.090, H122 1.090, O129 1.449
62 H 2.44 -7.05 -2.81  C61 1.090
63 N 0.24 6.11 3.67  C19 1.448, H28 1.010, C29 1.427
64 H -0.18 0.72 -4.26  C32 1.090
65 C 1.51 -4.41 0.48  H1 1.090, H55 1.090, C72 1.528, O95 1.427
66 H -0.97 1.44 9.99  C105 1.090
67 H -0.36 10.85 2.55  C48 1.090
68 C -0.14 3.92 -0.83  O6 1.398, H98 1.090, H114 1.090, H132 1.090
69 H 2.40 -5.88 -0.78  C72 1.090
70 H 0.20 0.15 3.31  C103 1.090
71 H 0.89 -1.01 4.33  C103 1.090
72 C 2.35 -4.79 -0.74  C65 1.528, H69 1.090, N96 1.461, H104 1.090
73 H 3.03 -0.37 -3.36  C13 1.090
74 H -3.43 -1.49 -9.02  C60 1.090
75 C 0.12 -0.62 0.28  H77 1.090, O120 1.424, H126 1.090, H128 1.090
76 C -1.28 -1.12 4.14  H25 1.090, O43 1.416, C103 1.535, H121 1.090
77 H -0.86 -0.77 0.72  C75 1.090
78 H 2.02 -2.58 -1.88  O54 0.960
79 H -1.44 -5.23 1.49  C91 1.090
80 H 1.98 4.21 3.62  C47 1.090
81 H -0.70 -3.73 2.00  C91 1.090
82 O 2.94 0.78 -1.10  H46 0.960, C50 1.448
83 C -3.63 -0.82 4.20  H11 1.090, O43 1.402, H87 1.090, H94 1.090
84 H -3.36 -1.27 -2.52  C7 1.090
85 H -0.29 10.68 4.33  C48 1.090
86 H 4.63 2.06 -0.85  C50 1.090
87 H -3.77 -1.52 3.38  C83 1.090
88 H -0.63 1.24 5.33  N113 1.010
89 O 4.87 -1.60 1.97  H24 0.960, C31 1.353
90 H 0.17 5.03 0.68  O6 0.960
91 C -0.48 -4.75 1.71  H17 1.090, H79 1.090, H81 1.090, O95 1.378
92 H -4.92 -0.68 -4.06  C23 1.090
93 H 3.94 -1.82 -3.01  C13 1.090
94 H -3.63 -1.27 5.19  C83 1.090
95 O 0.19 -4.96 0.52  C65 1.427, C91 1.378
96 N 1.68 -4.29 -1.94  C14 1.464, H57 1.010, C72 1.461
97 O -0.65 8.99 3.31  C39 1.464, C48 1.394
98 H -0.67 3.05 -0.46  C68 1.090
99 H -1.83 0.54 8.74  C105 1.090
100 H -5.93 -0.93 -6.29  C118 1.090
101 H -4.27 -2.95 -9.57  C60 1.090
102 H 1.05 10.06 3.20  C48 1.090
103 C 0.03 -0.34 4.26  H70 1.090, H71 1.090, C76 1.535, N113 1.464
104 H 3.38 -4.42 -0.68  C72 1.090
105 C -1.43 1.52 9.01  O58 1.428, H66 1.090, H99 1.090, H124 1.090
106 H 1.09 2.95 2.87  C47 1.090
107 H 0.39 8.41 5.09  C39 1.090
108 C -5.01 -2.66 -7.20  H15 1.090, H21 1.090, O41 1.400, C118 1.536
109 H -0.50 -0.55 7.07  C111 1.090
110 H -1.82 6.67 3.75  C19 1.090
111 C 0.35 0.02 6.71  H40 1.090, C53 1.531, H109 1.090, N113 1.449
112 H 0.19 1.79 -2.90  C32 1.090
113 N 0.13 0.59 5.39  H88 1.010, C103 1.464, C111 1.449
114 H -0.42 4.16 -1.86  C68 1.090
115 C 2.82 3.72 1.23  O9 1.411, H12 1.090, H26 1.090, H45 1.090
116 H 3.72 -1.46 0.37  C31 1.090
117 H -4.86 -0.55 -7.60  C118 1.090
118 C -4.97 -1.20 -6.72  N10 1.428, H100 1.090, C108 1.536, H117 1.090
119 H -0.79 4.74 2.51  C29 1.090
120 O 0.56 0.72 0.51  H20 0.960, C75 1.424
121 H -1.14 -1.66 3.21  C76 1.090
122 H 2.46 -6.51 -4.40  C61 1.090
123 H -2.50 -2.93 -9.36  C60 1.090
124 H -2.28 2.20 9.12  C105 1.090
125 H -1.34 8.60 5.20  C39 1.090
126 H 0.86 -1.36 0.59  C75 1.090
127 H -1.00 2.41 -5.17  O3 0.960
128 H -0.10 -0.86 -0.76  C75 1.090
129 O 0.56 -6.40 -3.51  C18 1.453, C61 1.449
130 C -0.89 -2.42 -3.25  O4 1.414, H33 1.090, H34 1.090, H52 1.090
131 H -1.01 6.30 5.27  C19 1.090
132 H 0.91 3.64 -0.86  C68 1.090

Values from the calculation:
E_LUMO (spin up / spin down) in Eh: 0.0782 / 0.0778
2S+1: 2
E_HOMO (spin up / spin down) in eV: 0.62 / -6.89
Energy in Ha: -2465.40712
HOMO-LUMO gap (spin up / spin down) in Ha: 0.0555 / 0.3311
Largest force on an atom in eV/Å: 3.036
Net charge: -1

Atom charges from the Mulliken analysis, given in e for atoms 1 to 6: H -0.46; H 0.34; O -0.52; O -0.30; H -0.08; O -0.61